Record 1
This record from OMol25 describes one molecule with the formula C4H6O2. The level of theory is ωB97M-V/def2-TZVPD.

Properties
- HOMO level (Ha) = -0.3630
- LUMO energy (hartree) = 0.0344
- SMILES = CC(=O)[C@H]1CO1
- energy relative to the best compared isomer or geometry (same formula, charge and spin) (kcal/mol) = 38.58
- orbital gap (eV) = 10.81
- total energy (hartree) = -306.44481

Element x y z (Å)
C 1.005 -0.657 -1.109
C 0.746 0.589 -0.299
O 1.175 1.682 -0.600
C -0.109 0.468 0.933
C -1.520 0.111 0.745
O -0.600 -0.806 1.312
H 0.170 -1.361 -1.068
H 1.234 -0.377 -2.139
H 1.876 -1.171 -0.684
H 0.165 1.134 1.751
H -1.875 -0.150 -0.253
H -2.267 0.536 1.412

Record 2
This record from OMol25 describes one molecule with the formula C4H6O2. The level of theory is ωB97M-V/def2-TZVPD.

Properties
- HOMO level (Ha) = -0.3648
- LUMO energy (hartree) = 0.0354
- SMILES = C[C@H]1OCC1=O
- energy relative to the best compared isomer or geometry (same formula, charge and spin) (kcal/mol) = 39.94
- orbital gap (eV) = 10.89
- total energy (hartree) = -306.44264

Element x y z (Å)
C 1.160 -0.541 0.720
C -0.254 0.030 0.771
O -0.331 1.362 0.230
C -0.695 0.894 -1.073
C -0.946 -0.497 -0.475
O -1.388 -1.547 -0.837
H 1.236 -1.440 1.334
H 1.422 -0.831 -0.305
H 1.873 0.214 1.051
H -0.721 -0.032 1.759
H 0.159 0.945 -1.760
H -1.551 1.409 -1.510

Record 3
This record from OMol25 describes one molecule with the formula C4H6O2. The level of theory is ωB97M-V/def2-TZVPD.

Properties
- HOMO level (Ha) = -0.3491
- LUMO energy (hartree) = 0.0176
- SMILES = CCC(=O)C=O
- energy relative to the best compared isomer or geometry (same formula, charge and spin) (kcal/mol) = 47.53
- orbital gap (eV) = 9.98
- total energy (hartree) = -306.43056

Element x y z (Å)
C 0.381 -0.386 1.565
C 0.026 0.589 0.444
C 0.361 -0.124 -0.860
O 1.485 -0.318 -1.250
C -0.850 -0.246 -1.850
O -0.760 0.903 -2.225
H -0.149 -1.332 1.417
H 1.455 -0.593 1.555
H 0.109 0.017 2.542
H 0.605 1.517 0.549
H -1.033 0.865 0.469
H -1.630 -0.892 -2.356

Record 4
This record from OMol25 describes one molecule with the formula C4H6O2. The level of theory is ωB97M-V/def2-TZVPD.

Properties
- HOMO level (Ha) = -0.3243
- LUMO energy (hartree) = 0.0228
- energy relative to the best compared isomer or geometry (same formula, charge and spin) (kcal/mol) = 92.48
- orbital gap (eV) = 9.44
- total energy (hartree) = -306.35892

Element x y z (Å)
O 1.998 0.634 1.227
C 1.919 0.227 0.092
C 0.639 -0.268 -0.518
C -0.512 -0.193 0.462
C -2.739 0.038 -0.434
O -1.675 -0.690 -0.246
H 2.804 0.202 -0.574
H 0.773 -1.294 -0.883
H 0.412 0.339 -1.407
H -0.349 -0.795 1.361
H -2.538 0.963 0.179
H -0.731 0.838 0.742